Below is a single C7H12 molecule, with properties calculated with ωB97M-V/def2-TZVPD.

For the electronic energy, the calculation gives -273.81698 hartree. For the energy above the lowest of the compared OMol25 structures with the same formula, charge and spin, the calculation gives 2.492 eV. For the HOMO-LUMO gap, the calculation gives 9.49 eV. Its charge is 0. The value obtained for the HOMO energy is -8.3326 eV.

Each atom is followed by the atoms it is bonded to, with distances in Å.
Element x y z (Å)
1 C -1.992 1.642 -1.190  C2 1.480, H8 1.092, H9 1.100, H10 1.091
2 C -1.348 0.364 -0.815  C1 1.480, C3 1.337, H11 1.086
3 C -0.154 -0.054 -1.249  C2 1.337, C4 1.464, H12 1.092
4 C 0.515 -1.109 -0.486  C3 1.464, C5 1.665, C6 1.497, H13 1.107
5 C -0.178 -1.191 1.027  C4 1.665, C6 1.465, H14 1.080, H15 1.106
6 C 1.262 -1.029 0.809  C4 1.497, C5 1.465, C7 1.492, H16 1.083
7 C 1.998 0.191 1.251  C6 1.492, H17 1.094, H18 1.092, H19 1.093
8 H -1.418 2.134 -1.978  C1 1.092
9 H -1.996 2.312 -0.318  C1 1.100
10 H -3.028 1.495 -1.496  C1 1.091
11 H -1.877 -0.280 -0.118  C2 1.086
12 H 0.237 0.313 -2.200  C3 1.092
13 H 0.962 -1.891 -1.128  C4 1.107
14 H -0.690 -2.095 1.321  C5 1.080
15 H -0.643 -0.321 1.526  C5 1.106
16 H 1.782 -1.966 0.971  C6 1.083
17 H 1.449 1.101 0.991  C7 1.094
18 H 2.150 0.160 2.332  C7 1.092
19 H 2.969 0.224 0.750  C7 1.093

Löwdin population analysis, charges in e, atoms 1 to 8: -0.10 -0.19 -0.12 -0.19 -0.07 -0.39 -0.06 0.07

Below is a single C19H14N2OS2 molecule, with properties calculated with ωB97M-V/def2-TZVPD.

For the electronic energy, the calculation gives -1713.59814 hartree. For the energy above the lowest of the compared OMol25 structures with the same formula, charge and spin, the calculation gives 0.000 eV. For the HOMO-LUMO gap, the calculation gives 8.28 eV. Its charge is 0. The value obtained for the HOMO energy is -8.2707 eV.

Each atom is followed by the atoms it is bonded to, with distances in Å.
Element x y z (Å)
1 C -0.941 -0.676 2.230  C2 1.496, H25 1.090, H26 1.086, H27 1.090
2 C -1.054 -1.407 0.930  C1 1.496, C3 1.388, C7 1.395
3 C -1.433 -2.742 0.874  C2 1.388, C4 1.384, H28 1.080
4 C -1.519 -3.411 -0.335  C3 1.384, C5 1.384, H29 1.080
5 C -1.217 -2.757 -1.517  C4 1.384, C6 1.384, H30 1.079
6 C -0.839 -1.427 -1.486  C5 1.384, C7 1.386, H31 1.079
7 C -0.774 -0.760 -0.273  C2 1.395, C6 1.386, N8 1.429
8 N -0.361 0.609 -0.256  C7 1.429, C9 1.371, C16 1.374
9 C -1.198 1.694 -0.230  N8 1.371, O10 1.224, C11 1.458
10 O -0.741 2.828 -0.181  C9 1.224
11 C -2.644 1.499 -0.247  C9 1.458, C12 1.372, S15 1.738
12 C -3.495 0.437 -0.423  C11 1.372, C13 1.405, H32 1.073
13 C -4.847 0.815 -0.363  C12 1.405, C14 1.363, H33 1.075
14 C -5.010 2.151 -0.145  C13 1.363, S15 1.708, H34 1.072
15 S -3.523 2.980 -0.016  C11 1.738, C14 1.708
16 C 0.999 0.803 -0.217  N8 1.374, N17 1.285, S24 1.756
17 N 1.826 -0.180 -0.205  C16 1.285, C18 1.365
18 C 3.116 0.265 -0.163  N17 1.365, C19 1.392, C23 1.411
19 C 4.250 -0.542 -0.141  C18 1.392, C20 1.378, H35 1.078
20 C 5.490 0.060 -0.100  C19 1.378, C21 1.394, H36 1.080
21 C 5.616 1.448 -0.080  C20 1.394, C22 1.381, H37 1.080
22 C 4.501 2.263 -0.101  C21 1.381, C23 1.384, H38 1.079
23 C 3.251 1.669 -0.143  C18 1.411, C22 1.384, S24 1.746
24 S 1.677 2.423 -0.173  C16 1.756, C23 1.746
25 H 0.078 -0.315 2.367  C1 1.090
26 H -1.194 -1.328 3.062  C1 1.086
27 H -1.607 0.187 2.248  C1 1.090
28 H -1.658 -3.264 1.792  C3 1.080
29 H -1.814 -4.450 -0.353  C4 1.080
30 H -1.273 -3.279 -2.460  C5 1.079
31 H -0.597 -0.897 -2.394  C6 1.079
32 H -3.183 -0.575 -0.597  C12 1.073
33 H -5.662 0.123 -0.477  C13 1.075
34 H -5.931 2.693 -0.056  C14 1.072
35 H 4.138 -1.614 -0.157  C19 1.078
36 H 6.379 -0.552 -0.083  C20 1.080
37 H 6.599 1.892 -0.048  C21 1.080
38 H 4.594 3.338 -0.085  C22 1.079

Löwdin population analysis, charges in e, atoms 1 to 8: -0.01 -0.21 -0.03 -0.07 -0.07 -0.01 -0.23 0.04

Below is a single C4H9NO3 molecule, with properties calculated with ωB97M-V/def2-TZVPD.

For the electronic energy, the calculation gives -438.20524 hartree. For the energy above the lowest of the compared OMol25 structures with the same formula, charge and spin, the calculation gives 3.370 eV. For the HOMO-LUMO gap, the calculation gives 9.42 eV. Its charge is 0. The value obtained for the HOMO energy is -8.7722 eV.

Each atom is followed by the atoms it is bonded to, with distances in Å.
Element x y z (Å)
1 C -2.087 0.054 0.947  N2 1.497, H9 1.145, H10 1.104, H11 1.047
2 N -1.058 -0.458 -0.013  C1 1.497, C3 1.404, H12 1.133
3 C 0.334 -0.413 0.165  N2 1.404, C4 1.605, C6 1.514, H13 1.041
4 C 0.997 -0.711 -1.266  C3 1.605, O5 1.443, H14 1.084, H15 1.094
5 O 2.057 -1.649 -0.988  C4 1.443, H16 0.978
6 C 0.731 1.037 0.342  C3 1.514, O7 1.226, O8 1.364
7 O 0.798 1.748 -0.654  C6 1.226
8 O 0.989 1.549 1.580  C6 1.364, H17 1.097
9 H -1.478 0.558 1.776  C1 1.145
10 H -2.680 -0.714 1.473  C1 1.104
11 H -2.691 0.808 0.544  C1 1.047
12 H -1.510 -0.137 -1.001  N2 1.133
13 H 0.852 -0.967 0.877  C3 1.041
14 H 1.500 0.065 -1.832  C4 1.084
15 H 0.259 -1.014 -2.014  C4 1.094
16 H 2.066 -2.392 -1.625  O5 0.978
17 H 0.921 2.638 1.690  O8 1.097

Löwdin population analysis, charges in e, atoms 1 to 8: -0.09 -0.09 -0.25 -0.17 -0.08 -0.48 0.05 0.04